Formula: C4H10N
Source: the Open Molecules 2025 dataset
Level of theory: ωB97M-V/def2-TZVPD

Structure (XYZ):
```
15
Properties=species:S:1:pos:R:3:forces:R:3
C -2.3429 -0.5217 0.0528 2.953 -0.821 -1.631
C -1.2082 0.5339 0.0329 -0.323 0.469 0.827
C 0.0828 0.0949 -0.4442 1.621 -0.095 1.761
N 1.1090 0.1544 0.3540 -0.656 -0.560 -2.388
C 2.5027 -0.0807 -0.0959 0.338 0.273 2.229
H -2.2391 -1.0878 0.9260 -0.074 -0.566 1.677
H -2.1038 -1.3056 -0.7065 -0.861 0.860 -0.025
H -3.2796 -0.0797 0.0025 -1.686 0.575 -0.417
H -0.9430 0.8273 1.0559 -0.872 0.454 0.037
H -1.4169 1.4528 -0.5422 -0.335 -0.306 0.116
H 0.3022 -0.2492 -1.4050 0.021 -0.607 -1.619
H 0.8799 0.5477 1.2457 0.583 0.084 0.853
H 3.1175 -0.4452 0.7449 -0.586 -0.258 -0.315
H 2.9204 0.8766 -0.2790 0.355 0.975 -0.570
H 2.6189 -0.7179 -0.9417 -0.480 -0.477 -0.536
```
Forces are in eV/Å.

Summary:
E_HOMO: -0.61435 Ha
DFT total energy: -212.8822 hartree
charge: +1
orbital gap: 0.440 Eh
spin multiplicity: 1
relative energy (zero: lowest compared OMol25 entry of this formula, charge and spin): 1.037 eV